Record 1
A molecular structure, C20H15N2PdS5. Source: the OMol25 dataset; level of theory: ωB97M-V/def2-TZVPD.

Each line ends with the natural charge from an NBO analysis.
Cartesian coordinates (Å):
1 Pd 1.18824 1.06649 -0.15088  0.596
2 S 2.52117 -0.39130 -1.73244  0.358
3 S 0.58881 1.82606 2.11170  0.398
4 S -2.68528 -2.88866 2.25246  0.042
5 S -1.14579 1.42332 -0.57920  -0.121
6 S 1.86740 2.75430 -1.75076  0.248
7 N -1.48739 -0.66183 1.13056  -0.529
8 N 1.42092 -0.83725 0.94290  -0.512
9 C -3.96176 1.43228 2.05370  -0.232
10 C 1.77533 0.36491 -3.15054  -0.070
11 C -1.87901 1.99061 3.19298  -0.219
12 C 1.19488 -3.18978 0.78724  -0.237
13 C 0.97849 0.28981 -5.41229  -0.134
14 C 0.91862 1.68057 -5.45669  -0.199
15 C -1.79046 0.78747 0.99436  -0.125
16 C 1.66077 1.78091 -3.15908  -0.295
17 C 1.26538 -0.88847 2.26506  0.231
18 C 1.43578 -0.36369 -4.27463  -0.254
19 C 1.33182 0.42106 2.99693  -0.572
20 C -1.14916 1.50321 2.15151  -0.171
21 C 1.06508 -2.09303 2.91632  -0.233
22 C 1.03551 -3.25672 2.16261  -0.106
23 C 1.36547 -1.94672 0.20340  0.237
24 C -3.28286 1.91266 3.19929  -0.140
25 C 1.40495 -1.77393 -1.30380  -0.570
26 C 1.28643 2.42242 -4.35383  -0.150
27 C -3.28259 0.95855 0.98590  -0.130
28 C -2.05291 -1.59464 1.62571  0.254
29 H 0.92553 -2.11815 3.98780  0.241
30 H 1.24559 3.50298 -4.37536  0.242
31 H 0.88950 0.35145 3.98918  0.254
32 H -5.04243 1.46954 2.02183  0.238
33 H -3.83769 2.28469 4.04768  0.228
34 H 0.87471 -4.21119 2.64492  0.242
35 H -3.79225 0.60879 0.09732  0.231
36 H 0.59155 2.18046 -6.35736  0.241
37 H 2.37670 0.72063 3.11966  0.262
38 H 1.16069 -4.08205 0.17785  0.239
39 H 1.73005 -2.69178 -1.78854  0.248
40 H 0.70599 -0.28903 -6.28418  0.237
41 H 1.55118 -1.43972 -4.28083  0.233
42 H 0.40625 -1.50660 -1.65830  0.270
43 H -1.37324 2.49138 4.00984  0.235

## Properties
E_HOMO (alpha / beta) ... -10.31 / -11.17 eV
Charge ... +1
Frontier orbital gap (alpha / beta) ... 7.53 / 5.45 eV
Spin multiplicity ... 5
Lowest unoccupied orbital energy (alpha / beta) ... -2.8 / -5.7 eV

---

Record 2
2 unconnected molecules or ions with the total composition C51H67N3O at a distorted geometry. Source: the OMol25 dataset; level of theory: ωB97M-V/def2-TZVPD.

Each line ends with the Mulliken charge.
Cartesian coordinates (Å):
1 O 5.09384 0.20544 11.22834  -0.808
2 N 0.35330 -0.35830 1.79653  -0.848
3 N -0.77584 -0.25848 2.52344  1.816
4 N 1.36008 -0.14358 2.67860  2.040
5 C -1.02198 4.19789 6.52729  0.573
6 C -2.70270 -1.49931 1.61413  0.876
7 C 3.35583 -2.01991 10.72026  2.205
8 C 2.41545 -3.53859 0.74023  -1.464
9 C -2.67980 5.72999 5.57229  -0.581
10 C 4.09470 0.46500 10.51266  1.584
11 C -0.59670 2.86440 6.84438  -0.658
12 C 4.65595 0.97565 1.30078  -0.808
13 C -1.96568 2.27771 1.72862  1.875
14 C -4.64220 -0.29173 0.80808  -1.643
15 C -2.08190 -0.27316 1.88321  -1.626
16 C -2.62714 3.14391 2.79094  -1.203
17 C 4.69418 -2.60741 10.25891  -1.687
18 C 0.71386 2.50090 7.10958  0.048
19 C -3.99681 -1.49585 1.08858  -0.322
20 C -2.31332 4.45204 5.98671  -0.355
21 C -1.54605 -0.03255 4.85978  -0.270
22 C 2.22158 -0.31165 9.15777  -0.303
23 C 2.24160 -2.96774 10.28483  -2.035
24 C -2.69735 0.94335 1.55673  0.363
25 C 2.88465 2.92876 3.38375  -1.042
26 C 2.71230 -0.18414 2.15071  -1.781
27 C 1.52012 0.06737 5.24801  -2.284
28 C 2.92349 3.35590 0.90325  -1.880
29 C 3.38062 -1.99340 12.25416  -1.733
30 C 4.78297 2.97314 10.52854  2.281
31 C 3.21099 -3.59351 3.12116  -1.476
32 C 2.62111 2.33799 2.00478  2.321
33 C -3.99270 0.92106 1.03543  -0.301
34 C -0.49780 -0.05878 3.85331  -0.345
35 C 3.16339 -0.60350 10.11361  -0.368
36 C -0.16245 5.30913 6.72506  -0.545
37 C 3.35986 1.01910 1.81582  0.949
38 C 6.21306 2.70678 10.04646  -1.708
39 C -1.85200 3.03704 0.40575  -1.631
40 C 3.85282 1.83603 10.03572  -0.594
41 C 3.30126 -1.42099 1.83303  0.666
42 C 5.26897 -0.24824 1.03472  -1.328
43 C 2.55383 -2.74335 2.03810  1.711
44 C 2.06185 0.98594 8.56777  -0.342
45 C 2.85947 2.04331 9.10835  -0.625
46 C -1.98212 -2.82257 1.87755  1.432
47 C -1.85958 -3.66098 0.60364  -1.557
48 C -0.55422 6.59326 6.36130  -0.655
49 C 0.86175 0.01692 4.00452  1.487
50 C 1.10528 1.20047 7.51040  -0.759
51 C 4.33650 4.33731 10.00560  -2.097
52 C 4.83555 3.04402 12.05912  -1.763
53 C -1.80414 6.81141 5.76395  -0.479
54 C -2.66664 -3.61495 2.98666  -1.338
55 C 4.59187 -1.43823 1.30173  -0.585
56 H 3.95758 3.13642 3.49825  0.313
57 H 3.39956 -3.81027 0.33726  0.315
58 H 5.51187 -1.97658 10.61674  0.372
59 H 0.11656 7.43067 6.56157  0.396
60 H -4.48192 1.87082 0.80166  0.395
61 H 1.87806 -2.95625 -0.01704  0.328
62 H 5.02245 5.11221 10.37071  0.436
63 H -0.96786 -2.55638 2.20342  -0.435
64 H -2.71430 2.60548 3.74206  -0.023
65 H -3.02466 3.62732 5.90028  0.363
66 H -2.03272 4.04819 2.96865  0.526
67 H -2.84630 3.28782 0.01538  0.309
68 H 1.50770 3.24099 6.96949  0.391
69 H 6.57000 1.76499 10.47211  0.375
70 H 1.54631 -2.46008 2.36541  -0.641
71 H 4.73359 -2.66189 9.16587  0.318
72 H 3.84332 3.24481 12.47615  0.361
73 H -1.37307 2.09744 6.89233  0.467
74 H 3.25886 -3.03981 4.06501  0.336
75 H 2.44199 -1.59518 12.65413  0.358
76 H 4.23089 -3.86941 2.82332  0.334
77 H 2.23849 -3.10558 9.19842  0.372
78 H -2.15738 -0.95097 4.84994  -0.021
79 H 2.32847 3.86592 3.50952  0.386
80 H 2.39884 -3.95090 10.74493  0.418
81 H 0.39965 0.38597 7.34998  0.352
82 H -3.63633 3.44294 2.47372  0.226
83 H 1.55273 2.08761 1.93451  -0.769
84 H 2.78002 2.91300 -0.08925  0.397
85 H -1.32547 2.43274 -0.34171  0.421
86 H 6.24471 2.63945 8.95422  0.338
87 H -1.06378 0.04638 5.83954  -0.075
88 H 1.85146 -4.45915 0.92979  0.417
89 H -3.68632 -3.89086 2.68531  0.307
90 H 4.35304 4.36710 8.91052  0.391
91 H -2.85173 -3.92496 0.21465  0.327
92 H 2.51168 0.51617 5.27908  0.415
93 H 6.26976 -0.27637 0.60521  0.372
94 H -2.10215 -4.53091 3.19474  0.424
95 H 1.21513 -0.75552 5.91552  0.614
96 H 1.55066 -1.10106 8.80626  0.352
97 H 3.33009 4.58228 10.36485  0.410
98 H -2.21959 0.83182 4.75244  -0.290
99 H 5.17483 1.90951 1.07278  0.290
100 H 6.87498 3.51829 10.37149  0.448
101 H 0.80480 5.13990 7.19841  0.462
102 H -0.95009 2.03116 2.06388  -0.614
103 H 2.57800 2.23246 4.17341  -0.016
104 H 4.81617 -3.61726 10.66912  0.462
105 H -1.29005 3.96596 0.55509  0.429
106 H -1.30823 -4.58499 0.81338  0.409
107 H 2.24152 4.20955 0.99574  0.453
108 H -2.72458 -3.02495 3.90909  0.266
109 H 5.05808 -2.40132 1.07408  0.378
110 H 5.51291 3.85514 12.35583  0.454
111 H 2.67246 3.05415 8.74247  0.583
112 H -1.31836 -3.10548 -0.17141  0.337
113 H -3.65703 5.90423 5.11364  0.383
114 H 4.21446 -1.38120 12.60706  0.348
115 H 3.95289 3.72794 0.97835  0.386
116 H -2.08926 7.81749 5.45146  0.377
117 H 2.63217 -4.50939 3.28126  0.437
118 H 3.51397 -3.01882 12.62279  0.457
119 H -4.49131 -2.45315 0.89960  0.379
120 H 5.21420 2.10262 12.46601  0.346
121 H -5.65826 -0.29831 0.41280  0.358
122 H 1.26208 -2.59942 10.60953  0.413

## Properties
E_HOMO ... -6.21 eV
Frontier orbital gap ... 5.44 eV
Relative energy (zero: lowest compared OMol25 entry of this formula, charge and spin) ... 13.3 kcal/mol
Lowest unoccupied orbital energy ... -0.8 eV

---

Record 3
2 unconnected molecules or ions with the total composition C6H16BrNO2 at a distorted geometry. Source: the OMol25 dataset; level of theory: ωB97M-V/def2-TZVPD.

Each line ends with the natural charge from an NBO analysis.
Cartesian coordinates (Å):
1 Br 1.28331 0.66950 3.96944  -0.892
2 O 0.88973 -1.95300 -0.00820  -0.561
3 O -0.48162 1.14500 -1.72409  -0.545
4 N 0.61621 0.74958 0.72069  -0.561
5 C 1.55733 -3.20337 0.07589  -0.246
6 C -0.81610 2.12419 -0.78820  -0.088
7 C -1.47816 0.95944 -2.70473  -0.250
8 C -0.43848 -0.28888 0.94497  -0.240
9 C 0.16202 2.12792 0.36354  -0.233
10 C 0.19935 -1.62698 1.17826  -0.098
11 H -0.97588 -0.33667 -0.00197  0.220
12 H -0.87124 3.11995 -1.25077  0.191
13 H 0.79470 -3.98137 0.20466  0.168
14 H -1.83425 2.02389 -0.37943  0.174
15 H -1.10941 0.05570 1.72652  0.246
16 H 1.30431 0.39938 0.05284  0.433
17 H 2.04848 -3.38660 -0.87487  0.197
18 H -1.29992 0.02529 -3.22944  0.205
19 H 1.08391 2.65113 0.11618  0.220
20 H -0.25707 2.48555 1.30273  0.247
21 H 0.85721 -1.64370 2.05369  0.225
22 H 2.24675 -3.21650 0.92196  0.182
23 H -1.50380 1.81261 -3.39003  0.177
24 H 1.11487 0.75567 1.63085  0.479
25 H -2.48064 0.87960 -2.26396  0.170
26 H -0.61161 -2.34733 1.35347  0.182

## Properties
E_HOMO ... -7.63 eV
Frontier orbital gap ... 8.03 eV
Relative energy (zero: lowest compared OMol25 entry of this formula, charge and spin) ... 0.0 kcal/mol
Lowest unoccupied orbital energy ... 0.4 eV

---

Record 4
A molecular structure, C18H34N5O9P2RbTe at a distorted geometry. Source: the OMol25 dataset; level of theory: ωB97M-V/def2-TZVPD.

Each line ends with the natural charge from an NBO analysis.
Cartesian coordinates (Å):
1 Te 1.07966 -0.34398 4.11004  0.517
2 Rb -0.20438 -0.85848 0.47623  0.935
3 P 2.21183 -3.60859 -1.15415  2.359
4 P 3.03519 -3.33727 1.73916  2.360
5 O -0.02628 1.48854 1.81138  -1.004
6 O 4.25525 -2.93122 2.46334  -1.170
7 O 0.88299 -3.32216 -0.57312  -1.138
8 O 2.80743 -2.39417 -2.00092  -1.031
9 O 3.41168 -5.45975 0.23948  -0.782
10 O 0.48855 -0.93212 -2.58254  -0.724
11 O 2.09238 -4.39677 2.21366  -1.175
12 O 2.25480 -4.88570 -2.10505  -0.994
13 O 2.19104 -1.91702 1.44354  -1.046
14 N 2.57177 -0.78800 -5.50487  -0.431
15 N -1.55996 -1.89316 -6.68451  -0.472
16 N -3.17275 -0.71728 -0.34546  -0.458
17 N -3.08065 1.47196 -1.49758  -0.467
18 N -1.64881 -1.24756 -3.24114  -0.865
19 C -5.40303 1.81535 -2.27890  -0.422
20 C 2.12066 2.50832 2.12125  -0.638
21 C -3.18525 0.33218 -0.86049  0.460
22 C 1.47032 -1.02579 -5.19481  0.330
23 C -4.29668 3.51073 -0.82052  -0.423
24 C -3.03670 2.68763 -0.64719  -0.216
25 C 3.48518 -4.01804 0.08105  -0.521
26 C 0.97186 2.66420 -0.05500  -0.635
27 C 0.71409 2.55558 1.45565  0.258
28 C 0.41781 1.36170 5.29209  -0.882
29 C 1.54966 -1.62489 5.78995  -0.927
30 C 0.13449 -1.26595 -4.86958  -0.598
31 C -3.92816 1.60597 -2.68688  -0.210
32 C 0.07824 3.86132 1.89370  -0.626
33 C -5.49551 2.57814 -0.95833  -0.404
34 C -0.78544 -1.60552 -5.86677  0.325
35 C -0.28132 -1.14180 -3.52059  0.686
36 C 4.88515 -3.60720 -0.32621  -0.619
37 H 2.75241 3.31933 1.78586  0.178
38 H 2.63660 -1.19122 1.90154  0.505
39 H 2.52993 -1.46835 6.19924  0.203
40 H -2.29651 -1.59064 -3.93694  0.390
41 H -5.86788 0.84209 -2.26100  0.213
42 H 2.79667 -5.58408 0.98857  0.520
43 H -6.43244 3.17396 -0.95071  0.203
44 H 5.63107 -4.07993 0.33556  0.223
45 H 0.05398 2.60870 -0.61001  0.187
46 H 2.50718 1.52170 1.90878  0.206
47 H 1.19788 1.61748 5.98894  0.197
48 H -0.19216 3.73664 2.93366  0.198
49 H -0.50700 1.18094 5.85583  0.201
50 H 1.54500 1.78085 -0.42167  0.203
51 H 1.56121 3.57562 -0.22776  0.183
52 H -3.81792 0.69924 -3.29886  0.237
53 H -5.51858 1.89271 -0.12827  0.211
54 H 2.10006 -1.76692 -2.36663  0.552
55 H 5.05598 -2.53861 -0.25571  0.234
56 H -5.87944 2.40639 -3.08567  0.199
57 H 2.56843 -5.56255 -1.49394  0.510
58 H -2.84017 2.37463 0.38837  0.247
59 H -4.19923 4.13599 -1.71801  0.194
60 H -2.16667 3.28901 -0.98733  0.212
61 H -0.81983 4.03979 1.28926  0.179
62 H 0.75077 4.72782 1.76269  0.174
63 H 1.99443 2.55172 3.21125  0.188
64 H -3.51422 2.45693 -3.27154  0.202
65 H 0.86774 -1.50553 6.64261  0.198
66 H -1.83451 -1.51788 -2.28069  0.402
67 H 5.09158 -3.89539 -1.35665  0.199
68 H -4.48672 4.17101 0.03861  0.222
69 H 1.47018 -2.69140 5.48275  0.238
70 H 0.25706 2.17075 4.58194  0.237

## Properties
E_HOMO ... -2.66 eV
Charge ... -2
Frontier orbital gap ... 6.17 eV
Relative energy (zero: lowest compared OMol25 entry of this formula, charge and spin) ... 9.9 kcal/mol
Lowest unoccupied orbital energy ... 3.5 eV